C3H9N2O2 | ωB97M-V/def2-TZVPD

The geometry in XYZ format:
```
16
Properties=species:S:1:pos:R:3:nbo_charge:R:1
N -2.2205 0.3358 1.1423 -0.90
C -1.4867 -0.9309 0.8595 0.13
O -0.2395 -0.9138 1.3735 -0.90
H -3.2209 0.1963 1.1239 0.33
H -1.9112 0.5502 2.1073 0.35
H -2.1815 -1.7729 1.1793 0.06
H -1.4398 -1.0023 -0.2627 0.08
C 0.2754 0.9742 -1.2068 0.49
N 1.1008 0.2486 -0.4107 -0.65
C 2.4904 0.0269 -0.7453 -0.43
O 0.5455 1.4784 -2.3294 -0.74
H -0.7586 1.0529 -0.8226 0.14
H 0.6396 -0.2510 0.4697 0.46
H 2.5443 -1.0366 -0.9652 0.19
H 3.1816 0.3333 0.0611 0.17
H 2.6812 0.7108 -1.5740 0.21
```

Calculated values
Charge   -1
Energy above the lowest of the compared OMol25 structures with the same formula, charge and spin   1.7581 eV
Electronic energy   -379.716671 Ha
E_HOMO   -3.778 eV

---

C3H9N2O2S | ωB97M-V/def2-TZVPD

The geometry in XYZ format:
```
17
Properties=species:S:1:pos:R:3:nbo_charge:R:1
C 1.2991 -0.5655 1.8370 -0.23
C 2.0877 -0.4482 0.5189 -0.53
S 1.2950 0.6985 -0.6395 -0.66
N -0.0976 -0.9684 1.6299 -0.86
H 1.3428 0.4527 2.2990 0.17
H 1.7707 -1.2427 2.5876 0.16
H 2.1831 -1.4715 0.0657 0.17
H 3.1362 -0.2060 0.7913 0.18
H -0.1202 -2.0004 1.4500 0.33
H -0.4102 -0.5102 0.7759 0.38
N -1.8514 1.6512 -1.1377 -0.90
C -2.1997 0.5809 -2.0086 0.89
O -1.1495 -0.1874 -2.4444 -0.73
O -3.3564 0.3678 -2.3817 -0.68
H -0.9083 1.7019 -0.8039 0.42
H -2.6660 2.0238 -0.6578 0.39
H -0.3554 0.1235 -1.8817 0.50
```

Calculated values
Charge   -1
Energy above the lowest of the compared OMol25 structures with the same formula, charge and spin   0.3421 eV
Electronic energy   -777.978220 Ha
E_HOMO   -3.752 eV

---

C3H9N2O3 | ωB97M-V/def2-TZVPD

The geometry in XYZ format:
```
17
Properties=species:S:1:pos:R:3:nbo_charge:R:1
C 1.7020 0.5804 -0.1991 -0.24
N 0.6252 0.7260 -1.0834 -0.69
C -0.5911 0.1281 -0.6908 0.88
O -0.5395 -0.6933 0.2670 -0.86
O -1.5641 0.4009 -1.3908 -0.76
C 1.5411 1.4946 1.1070 -0.22
N 0.4377 0.8788 1.8664 -0.91
H 2.5869 0.6398 -0.8155 0.17
H 1.7197 -0.4313 0.1469 0.21
H 0.5501 1.6463 -1.5322 0.37
H 2.5407 1.5276 1.5577 0.15
H 1.1754 2.4963 0.7419 0.16
H 0.0170 0.0416 1.4978 0.42
H -0.4094 1.4809 2.0082 0.34
H -1.8531 -2.1112 -0.0147 0.51
H -0.5977 -2.8667 -0.1234 0.47
O -1.5317 -3.0670 -0.1574 -1.00
```

Calculated values
Charge   -1
Energy above the lowest of the compared OMol25 structures with the same formula, charge and spin   1.0634 eV
Electronic energy   -454.995528 Ha
E_HOMO   -4.257 eV

---

C3H9N2O6S2 | ωB97M-V/def2-TZVPD

The geometry in XYZ format:
```
22
Properties=species:S:1:pos:R:3:nbo_charge:R:1
C 3.5223 -0.3177 0.6872 -0.63
C 2.5853 0.9068 0.3761 -0.23
N 2.0181 0.8694 -0.9915 -0.81
S 0.4914 0.1126 -1.0785 2.27
O -0.4036 1.0645 -1.8297 -1.00
O 0.6261 -1.1291 -1.9047 -0.96
N -0.1413 -0.0940 0.4630 -1.17
S -1.5554 -0.9875 0.4234 2.16
O -1.4119 -2.3677 -0.1390 -0.95
O -1.9950 -1.1290 1.8487 -0.96
C -2.9223 -0.1154 -0.4329 -0.35
O -3.4793 0.9409 0.3571 -0.27
O -4.6383 0.4590 0.9998 -0.45
H 4.1650 -0.5762 -0.1715 0.19
H 2.9771 -1.1700 1.1212 0.23
H 4.2103 0.0440 1.4854 0.20
H 3.2639 1.7899 0.4042 0.17
H 1.8446 1.0695 1.1717 0.24
H 2.6294 0.2500 -1.5223 0.39
H -3.7315 -0.8648 -0.5470 0.22
H -2.6727 0.2359 -1.4466 0.25
H -5.3822 1.0089 0.7262 0.45
```

Calculated values
Charge   -1
Energy above the lowest of the compared OMol25 structures with the same formula, charge and spin   1.5001 eV
Electronic energy   -1476.922319 Ha
E_HOMO   -5.408 eV